Entry 1:
DFT (ωB97M-V/def2-TZVPD) results for a 14-piece molecular cluster, C56H148N8O14 overall in a non-equilibrium geometry.

The lowest unoccupied orbital energy is 0.602 eV. The calculation puts the energy at -101046.8347 eV. Its maximum force is 0.0893 Eh/bohr. As for the energy relative to the best compared isomer or geometry (same formula, charge and spin): 165.6 kJ/mol.

Element x y z (Å)
C: 5.9162 -3.1433 -0.2081
C: 4.3820 -3.1116 0.1327
C: 3.8558 -1.6816 0.2098
O: 4.8355 -0.8393 0.6479
C: 4.4537 0.5124 0.7166
N: 3.5941 -3.9548 -0.7736
H: 6.4722 -3.2543 0.7598
H: 6.0466 -2.3338 -0.9862
H: 6.1404 -4.1178 -0.7611
H: 4.2678 -3.7062 1.0871
H: 2.9488 -1.7275 0.8465
H: 3.6004 -1.4119 -0.8715
H: 3.7364 0.6046 1.5941
H: 3.9732 0.8493 -0.2099
H: 5.3207 1.0590 0.9663
H: 3.5169 -3.3943 -1.6839
H: 4.1432 -4.7123 -1.0127
C: -1.5363 -2.2261 4.2822
C: -1.0590 -3.3780 5.1628
C: -2.2531 -3.9219 5.9090
O: -2.7684 -2.8579 6.6966
C: -3.7170 -3.3633 7.6204
N: -0.6277 -4.4620 4.3218
H: -0.8527 -1.9595 3.4964
H: -1.8964 -1.3541 4.8594
H: -2.4569 -2.4993 3.7575
H: -0.3214 -3.0184 5.8785
H: -2.0664 -4.7249 6.5865
H: -3.0329 -4.2183 5.2279
H: -4.1745 -2.5002 8.0751
H: -3.0921 -3.7780 8.3840
H: -4.3908 -4.0401 7.1517
H: -0.2841 -5.1056 5.0283
H: 0.2021 -4.0974 3.8381
C: 2.1239 -7.5762 0.5363
C: 0.9330 -6.8219 1.1090
C: 1.0134 -7.0012 2.6325
O: 0.8659 -8.3725 3.0101
C: 1.6630 -8.8014 4.0908
N: 0.8390 -5.3828 0.8471
H: 2.4364 -7.3276 -0.5087
H: 1.8657 -8.6162 0.2993
H: 3.0128 -7.5583 1.1693
H: 0.0422 -7.3548 0.7440
H: 0.2082 -6.4290 3.0933
H: 2.0048 -6.5879 3.0080
H: 2.5485 -8.1941 4.1636
H: 1.9861 -9.8175 3.8798
H: 1.0362 -8.8030 5.0267
H: 1.0904 -5.3315 -0.1335
H: -0.1371 -5.1114 0.9614
C: 4.4707 1.0510 -4.2359
C: 4.4812 -0.1771 -5.1169
C: 4.1157 0.1694 -6.5517
O: 3.0700 1.0570 -6.5948
C: 2.8012 1.4247 -7.9516
N: 5.7476 -0.9312 -5.1073
H: 4.5567 0.9045 -3.1874
H: 3.5227 1.6728 -4.3976
H: 5.2796 1.7205 -4.5490
H: 3.7226 -0.8865 -4.7780
H: 3.9551 -0.7581 -7.0907
H: 5.1128 0.5797 -7.0231
H: 3.6799 1.6772 -8.4249
H: 2.1086 2.2330 -7.9927
H: 2.2110 0.6903 -8.5692
H: 6.5768 -0.3944 -5.2453
H: 5.7896 -1.4123 -4.1989
C: -6.7353 5.1248 0.2625
C: -7.0591 3.6923 -0.0915
C: -6.0397 2.6805 0.4091
O: -4.9097 2.7986 -0.4730
C: -4.0197 1.8158 -0.1563
N: -8.3301 3.3536 0.6460
H: -6.8728 5.2974 1.3552
H: -7.3374 5.8098 -0.3236
H: -5.6816 5.4471 -0.0578
H: -7.3205 3.5139 -1.1160
H: -6.4763 1.6725 0.3884
H: -5.6530 2.9492 1.4393
H: -4.4022 0.7844 -0.4123
H: -3.6546 1.8404 0.8862
H: -3.1177 1.9646 -0.7899
H: -8.5949 2.3597 0.6316
H: -9.0529 3.9213 0.2384
C: -1.6406 -1.0827 0.1529
C: -0.3413 -0.2640 0.2357
C: -0.4269 0.9959 -0.6963
O: 0.7514 1.7597 -0.5812
C: 0.7027 2.7583 -1.6263
N: -0.0948 0.0569 1.6171
H: -2.4529 -0.4871 0.6644
H: -1.4596 -2.0644 0.6357
H: -2.0586 -1.2850 -0.8213
H: 0.4882 -0.8782 -0.1439
H: -1.2998 1.6139 -0.2771
H: -0.6193 0.7380 -1.7335
H: 0.5907 2.3476 -2.6169
H: 1.7085 3.2441 -1.5512
H: -0.0676 3.5516 -1.4893
H: 0.7375 0.6650 1.6509
H: -0.7511 0.6742 2.0466
C: 2.4521 -1.1545 4.2159
C: 2.6960 -2.5112 3.5292
C: 2.9038 -3.6175 4.5379
O: 4.2072 -3.5282 5.0453
C: 4.8396 -4.8135 5.2206
N: 1.4844 -2.9197 2.7338
H: 2.7271 -0.3432 3.5696
H: 2.9932 -1.0310 5.1393
H: 1.4118 -0.9356 4.4769
H: 3.5949 -2.5172 2.9484
H: 2.8274 -4.6157 4.0290
H: 2.1923 -3.6321 5.3462
H: 5.0891 -5.2284 4.2045
H: 4.0978 -5.5314 5.7193
H: 5.6956 -4.6759 5.8889
H: 1.1294 -2.0413 2.2711
H: 1.7385 -3.4996 1.9322
C: -7.5669 -1.3952 -0.7549
C: -6.1617 -1.8801 -0.7789
C: -5.7861 -2.4290 0.6166
O: -5.8109 -1.4061 1.5545
C: -5.5610 -1.9095 2.8469
N: -6.0208 -2.9456 -1.7481
H: -7.8462 -0.9151 -1.7010
H: -7.9105 -0.7475 0.0321
H: -8.1212 -2.3390 -0.7479
H: -5.4236 -1.1174 -1.0507
H: -4.8276 -2.9054 0.4707
H: -6.3962 -3.1935 0.8909
H: -5.0301 -2.8367 2.7383
H: -6.5072 -2.1995 3.3227
H: -5.0473 -1.1137 3.4737
H: -5.2188 -2.9501 -2.3256
H: -6.8873 -3.3134 -2.2214
C: 4.6024 7.1753 2.9376
C: 4.1551 7.5036 1.5462
O: 4.4879 6.3591 0.7599
C: 3.7969 6.3892 -0.4984
C: 4.3156 5.3659 -1.4722
H: 5.6866 7.1854 3.0357
H: 4.2478 7.8679 3.7128
H: 4.2728 6.1370 3.0457
H: 3.0965 7.7054 1.5608
H: 4.7207 8.3306 1.1707
H: 2.7439 6.1382 -0.2891
H: 3.9311 7.4410 -0.8552
H: 5.3666 5.2834 -1.7216
H: 3.7772 5.4975 -2.4364
H: 4.0950 4.3484 -1.0620
C: 2.2459 -5.2677 -4.9790
C: 1.8803 -3.9046 -5.5291
O: 1.9363 -2.9795 -4.5390
C: 1.3170 -1.7713 -4.9269
C: 1.3492 -0.8280 -3.7493
H: 2.3427 -6.0691 -5.6431
H: 3.2122 -5.2913 -4.5453
H: 1.5228 -5.5356 -4.2450
H: 2.5305 -3.5637 -6.3996
H: 0.9036 -3.8257 -5.8833
H: 1.7580 -1.3940 -5.8760
H: 0.2914 -1.9547 -5.2256
H: 0.7581 -1.4287 -3.0156
H: 0.7949 0.1265 -4.0211
H: 2.3780 -0.6357 -3.4276
C: 0.0863 3.0027 5.1465
C: -0.2115 3.5851 3.7728
O: 0.7959 3.0845 2.9176
C: 1.9843 3.8053 2.9046
C: 3.0721 2.9688 2.2516
H: 1.0994 3.1436 5.3295
H: -0.5332 3.3839 5.9276
H: 0.0561 1.9475 5.0785
H: -1.1567 3.1915 3.4025
H: -0.2365 4.6426 3.6122
H: 1.8790 4.7378 2.3061
H: 2.3079 4.1171 3.9361
H: 3.3555 2.1945 2.9612
H: 3.9539 3.5727 2.0215
H: 2.6920 2.4889 1.3036
C: -2.4638 4.9224 1.0455
C: -2.5512 6.2937 1.5948
O: -1.5173 6.4877 2.5135
C: -1.4725 7.7711 3.1957
C: -0.2159 8.6185 2.7983
H: -3.2879 4.8567 0.3023
H: -1.5778 4.6303 0.4862
H: -2.6930 4.1953 1.8538
H: -2.3909 7.0135 0.7667
H: -3.5577 6.4266 1.9987
H: -2.3031 8.3814 2.9457
H: -1.4388 7.5505 4.2694
H: -0.2077 8.6683 1.7385
H: 0.6705 7.9911 3.1291
H: -0.2619 9.5747 3.2603
C: -1.4954 -4.3386 -3.6458
C: -2.6467 -3.3118 -3.5296
O: -2.2771 -1.9520 -3.6988
C: -3.2506 -1.0187 -3.3767
C: -4.4144 -0.9925 -4.3791
H: -0.6771 -4.0322 -3.0158
H: -1.7769 -5.3234 -3.3729
H: -1.1019 -4.3326 -4.6775
H: -3.4124 -3.5936 -4.2707
H: -3.1454 -3.4420 -2.5845
H: -3.6287 -1.2179 -2.2938
H: -2.7549 -0.1147 -3.3233
H: -4.0757 -0.7314 -5.3494
H: -4.9421 -0.0920 -4.0900
H: -5.0195 -1.9218 -4.5375
C: 1.7129 4.5750 -4.9167
C: 0.3465 4.0093 -5.4228
O: -0.6986 4.2346 -4.4598
C: -1.7813 3.2508 -4.6015
C: -2.9094 3.6569 -3.6875
H: 1.6717 4.6307 -3.8168
H: 2.5150 3.9158 -5.0572
H: 1.9196 5.5519 -5.2893
H: 0.0858 4.4026 -6.4177
H: 0.4007 2.8909 -5.5279
H: -2.0731 3.2631 -5.6669
H: -1.3943 2.2383 -4.2255
H: -3.6243 2.8311 -3.5854
H: -3.4813 4.4984 -4.0372
H: -2.5397 3.9706 -2.7150

Mulliken atomic charge list, values in e, 6 entries: number 1, C, carries -1.4493; number 2, C, carries 0.5266; number 3, C, carries 0.9919; number 4, O, carries -0.5883; number 5, C, carries -0.0589; number 6, N, carries -0.1528


Entry 2:
DFT (ωB97M-V/def2-TZVPD) results for a 14-piece molecular cluster, C56H154N14O14 overall in a non-equilibrium geometry.

The lowest unoccupied orbital energy is 0.476 eV. The calculation puts the energy at -110085.2916 eV. Its maximum force is 0.0646 Eh/bohr. As for the energy relative to the best compared isomer or geometry (same formula, charge and spin): 512.0 kJ/mol.

Element x y z (Å)
C: -4.6880 1.5529 -1.0589
C: -6.0996 0.9511 -1.1216
C: -6.3768 0.2317 -2.4679
O: -7.5339 -0.5023 -2.4886
C: -7.7640 -1.0006 -3.8159
N: -6.1505 0.0296 0.0119
H: -3.9786 0.8186 -1.4406
H: -4.4128 2.0488 -0.1280
H: -4.6084 2.3645 -1.7821
H: -6.8913 1.6759 -0.9319
H: -5.5552 -0.3898 -2.8240
H: -6.3570 1.0052 -3.2357
H: -8.7427 -1.4796 -3.7880
H: -7.0928 -1.8289 -4.0429
H: -7.8055 -0.2868 -4.6387
H: -7.1405 0.0901 0.2024
H: -5.9938 -0.9473 -0.1910
C: -1.2352 -4.7643 1.8454
C: -2.6407 -5.1754 1.5330
C: -2.8905 -6.7363 1.7115
O: -4.2051 -7.1004 1.1850
C: -4.2487 -7.1668 -0.2639
N: -3.4181 -4.3910 2.4665
H: -0.9927 -4.8921 2.9003
H: -0.9789 -3.7335 1.6008
H: -0.5549 -5.3621 1.2388
H: -2.8295 -4.8850 0.4995
H: -2.8263 -7.0746 2.7456
H: -2.1899 -7.4127 1.2219
H: -5.2838 -7.0328 -0.5784
H: -4.0083 -8.1579 -0.6488
H: -3.6292 -6.4187 -0.7586
H: -3.4171 -3.4451 2.1124
H: -4.3573 -4.7556 2.5382
C: -3.4021 -2.5031 -1.9197
C: -3.2534 -2.5084 -3.4014
C: -1.8006 -2.8737 -3.8468
O: -1.5912 -4.2766 -3.5694
C: -0.3779 -4.7619 -4.1292
N: -4.2788 -3.3101 -3.9773
H: -4.4505 -2.3155 -1.6876
H: -2.9028 -1.6343 -1.4906
H: -2.9283 -3.3084 -1.3584
H: -3.3709 -1.5368 -3.8813
H: -1.0814 -2.3064 -3.2560
H: -1.5785 -2.6796 -4.8962
H: -0.1242 -4.3537 -5.1075
H: -0.4461 -5.8469 -4.0508
H: 0.4598 -4.5779 -3.4565
H: -3.8524 -4.1984 -3.7552
H: -4.1232 -3.2498 -4.9735
C: -4.6299 3.9488 5.4996
C: -5.7070 4.8666 4.9294
C: -6.0223 4.6187 3.4659
O: -4.8279 4.8425 2.6348
C: -5.1216 4.6383 1.2549
N: -6.9327 4.7379 5.7317
H: -3.7117 4.0069 4.9151
H: -4.7688 2.8701 5.4275
H: -4.4309 4.0926 6.5615
H: -5.3622 5.8984 4.9977
H: -6.7731 5.3004 3.0662
H: -6.4757 3.6308 3.3848
H: -5.8699 5.2942 0.8100
H: -5.5649 3.6445 1.1919
H: -4.2344 4.7199 0.6270
H: -7.6854 5.1331 5.1865
H: -7.2672 3.7894 5.8239
C: 5.6617 -0.6000 5.8342
C: 5.0386 -1.9968 5.9185
C: 3.7304 -1.9896 5.0897
O: 2.9850 -3.1532 5.4773
C: 1.8445 -3.3292 4.7144
N: 5.9342 -2.9450 5.3585
H: 5.9915 -0.3819 4.8184
H: 6.5186 -0.4712 6.4954
H: 5.0102 0.1869 6.2142
H: 4.8606 -2.2331 6.9675
H: 4.0135 -2.0365 4.0381
H: 3.1409 -1.1087 5.3438
H: 1.0851 -2.5576 4.8406
H: 1.4305 -4.3212 4.8952
H: 2.1906 -3.3045 3.6811
H: 5.8183 -3.8931 5.6867
H: 6.8532 -2.7142 5.7082
C: 5.0588 0.6528 -2.6150
C: 4.6209 0.0445 -1.2798
C: 5.4829 0.5764 -0.0459
O: 4.8791 0.1367 1.1681
C: 5.4891 0.8062 2.2409
N: 3.3157 0.6527 -1.1224
H: 4.3893 0.3422 -3.4171
H: 6.0795 0.4210 -2.9190
H: 5.0930 1.7392 -2.5335
H: 4.4828 -1.0343 -1.2070
H: 5.5326 1.6644 -0.0884
H: 6.5456 0.3361 -0.0800
H: 6.4700 0.4366 2.5394
H: 4.8923 0.6109 3.1318
H: 5.5023 1.8958 2.2154
H: 2.9305 0.5410 -0.1955
H: 3.4922 1.6403 -1.2386
C: 2.4261 4.8815 -3.9250
C: 2.0144 3.7679 -2.9318
C: 2.3680 4.0898 -1.4704
O: 3.7450 3.8381 -1.2165
C: 4.2685 4.5740 -0.0730
N: 0.6375 3.5106 -3.1315
H: 2.1677 4.6317 -4.9541
H: 3.5008 5.0503 -3.9924
H: 1.8347 5.7724 -3.7135
H: 2.6208 2.9170 -3.2420
H: 1.7700 3.4769 -0.7960
H: 2.1573 5.1462 -1.3038
H: 3.9901 5.6278 -0.0821
H: 5.3536 4.5141 -0.1571
H: 4.0756 4.1115 0.8949
H: 0.5628 3.0765 -4.0405
H: 0.2752 2.7679 -2.5507
C: -2.6806 4.7076 -2.5211
C: -1.9275 6.0657 -2.4105
C: -1.4333 6.4967 -1.0060
O: -2.5294 6.3818 -0.0565
C: -2.0353 6.3731 1.2781
N: -1.0150 6.0628 -3.4669
H: -3.5146 4.6045 -1.8269
H: -2.0004 3.9158 -2.2072
H: -3.0348 4.4663 -3.5233
H: -2.6300 6.8616 -2.6574
H: -1.0184 7.5044 -0.9889
H: -0.7021 5.7592 -0.6750
H: -1.6146 5.3986 1.5261
H: -2.8293 6.6714 1.9628
H: -1.3258 7.1819 1.4528
H: -1.4589 5.8358 -4.3452
H: -0.4338 5.2476 -3.3334
C: 7.2745 -3.8983 -2.5759
C: 6.5508 -3.2618 -3.7563
C: 4.9842 -3.1069 -3.5735
O: 4.3106 -2.4477 -4.6558
C: 2.9373 -2.3729 -4.3919
N: 7.1624 -1.9342 -3.8866
H: 6.6928 -4.7625 -2.2549
H: 7.2120 -3.2225 -1.7229
H: 8.3003 -4.1862 -2.8058
H: 6.8309 -3.8331 -4.6413
H: 4.8195 -2.6127 -2.6160
H: 4.5929 -4.0977 -3.3430
H: 2.6470 -1.9449 -3.4323
H: 2.5387 -3.3873 -4.3801
H: 2.4246 -1.8614 -5.2065
H: 6.5537 -1.3889 -4.4801
H: 7.9938 -2.0976 -4.4363
C: 1.1707 -1.6172 1.0189
C: 0.4562 -1.2465 -0.3212
C: -0.0003 0.1964 -0.5821
O: -1.1099 0.5849 0.2589
C: -1.3292 1.9416 0.2604
N: 1.3688 -1.6110 -1.3601
H: 1.0612 -2.6523 1.3426
H: 0.6850 -1.1013 1.8472
H: 2.2299 -1.3608 1.0395
H: -0.3952 -1.9247 -0.3787
H: -0.4210 0.3881 -1.5692
H: 0.8631 0.8336 -0.3909
H: -2.2600 2.2466 0.7386
H: -1.2428 2.2896 -0.7690
H: -0.4735 2.4788 0.6694
H: 1.9520 -2.3650 -1.0263
H: 2.1330 -0.9508 -1.3775
C: -3.0530 1.2805 -4.3594
C: -1.8094 1.9108 -4.9559
C: -0.5935 0.9357 -5.0086
O: 0.5098 1.7647 -5.3536
C: 1.7128 1.0385 -5.6076
N: -2.1795 2.3466 -6.3212
H: -3.3205 0.3804 -4.9129
H: -3.9318 1.9250 -4.3838
H: -3.0577 1.0361 -3.2972
H: -1.5257 2.8138 -4.4154
H: -0.7528 0.0784 -5.6626
H: -0.3950 0.6859 -3.9663
H: 1.5622 0.3360 -6.4272
H: 2.0095 0.5077 -4.7029
H: 2.5442 1.7077 -5.8289
H: -2.2812 1.4962 -6.8566
H: -1.3974 2.8532 -6.7109
C: -4.7451 -0.8911 3.2839
C: -3.4102 -0.6075 2.5526
C: -2.1993 -0.7436 3.4846
O: -2.2691 0.1587 4.5580
C: -2.2648 1.5496 4.2430
N: -3.3821 -1.3255 1.3120
H: -4.7879 -1.7633 3.9363
H: -5.5494 -0.8914 2.5482
H: -4.9047 -0.0509 3.9596
H: -3.3696 0.4279 2.2145
H: -1.2771 -0.6717 2.9081
H: -2.1569 -1.7368 3.9317
H: -1.9215 2.0380 5.1549
H: -3.1255 1.9534 3.7099
H: -1.3730 1.7726 3.6573
H: -2.5306 -0.9474 0.9219
H: -4.1345 -0.8701 0.8154
C: 1.3781 3.6106 2.6603
C: 2.3077 2.4595 2.9368
C: 1.6403 1.3946 3.8802
O: 1.5503 1.9317 5.2405
C: 0.9146 1.0706 6.2181
N: 2.5510 1.9923 1.5762
H: 1.2798 4.2363 3.5475
H: 0.4006 3.1991 2.4089
H: 1.6659 4.3021 1.8684
H: 3.2115 2.9085 3.3488
H: 2.3522 0.5763 3.9881
H: 0.6604 1.0600 3.5397
H: 1.6408 0.3395 6.5733
H: 0.0136 0.5508 5.8925
H: 0.6432 1.6450 7.1039
H: 3.1092 2.6715 1.0790
H: 3.1419 1.1737 1.6055
C: 5.5712 -3.3574 1.1082
C: 4.2836 -3.9166 1.6755
C: 3.4744 -4.8921 0.8160
O: 2.8701 -4.1109 -0.2446
C: 2.1515 -4.8715 -1.1669
N: 4.5897 -4.4257 2.9831
H: 5.3945 -2.7808 0.2003
H: 6.1910 -4.1908 0.7775
H: 6.1593 -2.7375 1.7848
H: 3.6911 -3.0118 1.8114
H: 2.6552 -5.2360 1.4474
H: 4.0323 -5.7649 0.4768
H: 1.9067 -4.2100 -1.9979
H: 1.2778 -5.4280 -0.8276
H: 2.8609 -5.6285 -1.5013
H: 4.9606 -3.6497 3.5128
H: 3.7531 -4.6451 3.5048

Mulliken atomic charge list, values in e, 6 entries: number 1, C, carries 0.7654; number 2, C, carries -0.1500; number 3, C, carries -0.4738; number 4, O, carries -0.4581; number 5, C, carries -0.7446; number 6, N, carries -0.3768


Computed values of gap between HOMO and LUMO (unit: Ha) for the preceding records, in sequence: 0.3409 0.3324.